[1]
Density functional theory data (wB97M-V/def2-TZVPD) for a 3-piece molecular cluster, C20H43FN4O8S overall.

Geometry (Å):
C  0.506  -3.400  0.730
C  0.802  -1.924  0.837
O  1.607  -1.558  1.644
N  0.135  -0.921  0.035
C  0.630  -0.796  -1.343
C  -1.297  -1.028  0.135
N  -2.019  0.232  0.441
C  -3.415  -0.146  0.350
O  -4.316  0.541  0.688
C  -3.503  -1.559  -0.294
S  -4.925  -1.913  -1.334
C  -5.441  -3.475  -0.718
O  -5.973  -0.967  -1.087
O  -4.450  -2.067  -2.681
C  -2.148  -1.603  -0.993
F  -1.766  -2.837  -1.480
H  -0.407  -3.647  0.198
H  0.419  -3.752  1.757
H  1.362  -3.882  0.262
H  0.597  -1.727  -1.913
H  0.060  -0.008  -1.833
H  1.658  -0.440  -1.307
H  -1.513  -1.675  0.993
H  -1.924  0.830  -0.388
H  -3.511  -2.297  0.513
H  -5.882  -3.345  0.266
H  -4.595  -4.160  -0.678
H  -6.170  -3.857  -1.428
H  -2.242  -0.931  -1.855
C  -2.546  6.168  4.549
O  -3.787  5.993  3.898
C  -4.211  7.104  3.120
C  -4.179  6.785  1.642
N  -2.812  6.647  1.160
C  -2.692  6.138  -0.202
C  -3.202  4.732  -0.496
O  -2.456  3.703  0.124
C  -2.834  3.387  1.455
H  -2.414  5.323  5.223
H  -1.707  6.186  3.845
H  -2.533  7.091  5.137
H  -3.601  7.986  3.339
H  -5.242  7.328  3.406
H  -4.664  7.600  1.095
H  -4.776  5.876  1.488
H  -2.307  6.029  1.782
H  -1.632  6.165  -0.466
H  -3.204  6.836  -0.874
H  -3.098  4.570  -1.572
H  -4.268  4.618  -0.264
H  -3.905  3.530  1.617
H  -2.272  3.974  2.187
H  -2.608  2.337  1.615
C  6.828  -2.034  0.794
O  6.787  -1.800  -0.600
C  7.635  -2.641  -1.371
C  6.825  -3.600  -2.215
N  6.159  -4.597  -1.387
C  5.181  -5.419  -2.090
C  3.959  -4.727  -2.683
O  3.072  -4.194  -1.717
C  3.387  -2.898  -1.241
H  6.262  -1.237  1.272
H  6.376  -2.994  1.068
H  7.855  -2.009  1.170
H  8.335  -3.183  -0.729
H  8.216  -1.996  -2.036
H  7.493  -4.112  -2.914
H  6.119  -2.998  -2.804
H  5.697  -4.129  -0.619
H  4.822  -6.173  -1.385
H  5.695  -5.958  -2.893
H  3.387  -5.482  -3.229
H  4.233  -3.954  -3.412
H  3.866  -2.281  -2.006
H  4.024  -2.947  -0.352
H  2.455  -2.433  -0.944

HOMO level: -8.52 eV
strongest force on any atom: 1.2 eV/A
molar mass: 518.649 g mol⁻¹
SMILES string: CC(=O)N(C)[C@H]1NC(=O)[C@@H](S(C)(=O)=O)[C@@H]1F.COCCNCCOC.COCCNCCOC
energy: -2106.69102 Ha

[2]
Density functional theory data (wB97M-V/def2-TZVPD) for C20H43N2OP3ReS as an isolated structure.

Geometry (Å):
Re  -0.113  0.392  -1.382
P  1.311  0.926  0.344
P  -1.134  2.355  -1.821
P  1.662  -0.307  -2.689
H  -1.187  -3.544  -0.233
C  -0.077  -3.579  -0.164
C  0.680  -2.944  0.846
H  0.226  -2.234  1.498
C  0.644  1.208  2.038
C  2.008  2.599  -0.127
C  2.834  -0.061  0.758
C  -2.747  2.416  -2.608
C  -1.322  3.353  -0.307
C  0.048  3.123  -2.971
C  2.506  -1.884  -2.311
C  3.168  0.733  -2.772
C  1.190  -0.548  -4.446
H  0.343  -4.409  -0.697
H  1.727  -2.722  0.680
H  0.623  0.279  2.620
H  -0.391  1.573  2.017
H  1.232  1.938  2.601
H  1.212  3.298  -0.422
H  2.691  2.485  -0.979
H  2.546  3.018  0.732
H  2.542  -1.021  1.198
H  3.473  0.444  1.498
H  3.462  -0.289  -0.114
H  -2.682  2.094  -3.641
H  -3.155  3.420  -2.558
H  -3.391  1.729  -2.048
H  -1.222  4.389  -0.632
H  -0.550  3.110  0.426
H  -2.292  3.166  0.154
H  -0.367  4.068  -3.337
H  0.204  2.436  -3.813
H  1.010  3.298  -2.482
H  3.119  -2.143  -3.182
H  1.816  -2.708  -2.099
H  3.155  -1.744  -1.444
H  3.800  0.342  -3.578
H  3.734  0.713  -1.836
H  2.885  1.761  -3.004
H  2.079  -0.785  -5.051
H  0.717  0.372  -4.824
H  0.461  -1.375  -4.503
C  -2.151  -1.049  -3.322
C  -3.309  -0.633  -4.054
C  -3.400  -1.159  -5.324
C  -2.717  -2.328  -5.632
C  -1.874  -2.979  -4.738
C  -1.697  -2.417  -3.480
O  -1.334  -0.115  -2.885
H  0.309  -2.586  -0.491
H  -3.943  0.163  -3.716
H  -4.052  -0.658  -6.039
H  -2.865  -2.779  -6.617
H  -1.365  -3.911  -5.030
H  -1.081  -2.918  -2.718
S  -1.997  -0.257  0.047
C  -2.056  -0.361  1.792
N  -1.737  -1.448  2.534
C  -1.870  -1.186  3.970
C  -2.248  0.295  4.024
N  -2.429  0.642  2.613
H  -1.695  -2.385  2.138
H  -0.910  -1.369  4.481
H  -2.660  -1.810  4.416
H  -1.422  0.898  4.454
H  -3.189  0.491  4.572
H  -2.738  1.549  2.251

HOMO level (spin up / spin down): -19.65 / -19.89 eV
strongest force on any atom: 3.4 eV/A
total charge: +4
molar mass: 638.773 g mol⁻¹
energy: -2471.51242 Ha
relative energy (zero: lowest compared OMol25 entry of this formula, charge and spin): 318.38 kJ/mol
expectation value of S²: 3.788
multiplicity: 4

[3]
Density functional theory data (wB97M-V/def2-TZVPD) for C20H43N2P3PrS2 as an isolated structure.

Geometry (Å):
Pr  0.398  -1.125  -0.244
P  -0.569  1.387  1.477
P  -2.487  -1.010  -0.240
P  2.564  0.851  0.110
H  0.956  -2.594  -5.367
C  1.898  -2.340  -4.824
C  2.114  -3.087  -3.572
H  1.340  -3.827  -3.414
C  -1.086  2.907  0.559
C  -2.019  1.298  2.595
C  0.511  2.217  2.735
C  -2.969  -2.466  -1.235
C  -3.741  -1.076  1.063
C  -3.114  0.427  -1.180
C  3.934  0.357  -0.990
C  3.598  1.141  1.594
C  2.365  2.605  -0.435
H  2.738  -1.865  -5.346
H  3.129  -3.489  -3.459
H  -1.499  3.603  1.305
H  -1.848  2.655  -0.184
H  -0.217  3.354  0.064
H  -2.121  2.278  3.081
H  -1.849  0.543  3.374
H  -2.946  1.074  2.060
H  -0.133  2.824  3.390
H  1.246  2.882  2.262
H  1.016  1.454  3.349
H  -4.047  -2.657  -1.085
H  -2.409  -3.355  -0.891
H  -2.775  -2.322  -2.312
H  -4.386  -0.191  1.016
H  -3.283  -1.132  2.054
H  -4.363  -1.967  0.913
H  -3.973  0.089  -1.770
H  -2.335  0.833  -1.839
H  -3.446  1.198  -0.473
H  4.592  1.218  -1.142
H  3.561  0.008  -1.956
H  4.496  -0.457  -0.522
H  4.433  1.796  1.304
H  3.997  0.174  1.928
H  3.042  1.605  2.413
H  3.335  2.944  -0.826
H  2.067  3.265  0.392
H  1.613  2.647  -1.233
C  0.297  -0.870  -3.394
C  0.379  0.445  -3.926
C  -0.543  0.798  -4.932
C  -1.479  -0.130  -5.431
C  -1.608  -1.378  -4.825
C  -0.710  -1.784  -3.831
S  1.832  -1.455  -2.832
H  0.411  0.328  -1.850
H  1.277  1.051  -3.707
H  -0.536  1.797  -5.370
H  -2.093  0.138  -6.308
H  -2.414  -2.054  -5.159
H  -0.623  -2.833  -3.507
S  0.173  -2.055  2.340
C  0.278  -1.158  3.789
N  1.406  -0.729  4.386
C  1.187  -0.323  5.773
C  -0.319  -0.433  5.934
N  -0.778  -0.851  4.605
H  2.319  -0.934  3.975
H  1.548  0.699  5.920
H  1.711  -0.973  6.479
H  -0.777  0.517  6.226
H  -0.595  -1.185  6.682
H  -1.669  -1.304  4.464

HOMO level (spin up / spin down): -16.08 / -16.00 eV
strongest force on any atom: 3.8 eV/A
total charge: +3
molar mass: 609.542 g mol⁻¹
energy: -3233.76264 Ha
relative energy (zero: lowest compared OMol25 entry of this formula, charge and spin): 111.24 kJ/mol
expectation value of S²: 2.013
multiplicity: 3

[4]
Density functional theory data (wB97M-V/def2-TZVPD) for C20H43N2P3S2Yb as an isolated structure.

Geometry (Å):
Yb  2.049  1.007  -1.943
P  -1.930  1.714  2.115
P  -0.138  0.526  2.497
P  -2.253  -3.736  -0.180
H  1.570  -1.991  -4.903
C  0.675  -1.463  -4.602
C  0.337  -0.193  -5.076
H  0.852  0.256  -5.936
C  -1.478  3.433  1.872
C  -3.008  1.607  3.547
C  -2.793  1.080  0.674
C  0.567  0.130  0.880
C  1.067  1.502  3.399
C  -0.516  -0.992  3.361
C  -3.157  -5.139  -0.961
C  -3.364  -3.524  1.278
C  -0.913  -4.725  0.616
H  -0.114  -2.153  -4.251
H  -0.736  0.071  -5.112
H  -0.665  3.539  1.138
H  -1.183  3.892  2.824
H  -2.374  3.943  1.487
H  -2.596  2.197  4.377
H  -3.151  0.569  3.871
H  -3.974  2.032  3.245
H  -2.223  1.204  -0.256
H  -3.724  1.660  0.605
H  -3.048  0.016  0.800
H  1.611  -0.176  1.040
H  0.509  1.052  0.269
H  0.006  -0.686  0.401
H  1.768  0.781  3.841
H  0.586  2.074  4.205
H  1.625  2.191  2.741
H  0.424  -1.340  3.808
H  -0.896  -1.755  2.666
H  -1.255  -0.819  4.158
H  -2.939  -6.070  -0.428
H  -2.827  -5.222  -2.004
H  -4.238  -4.934  -0.956
H  -3.343  -4.419  1.898
H  -4.385  -3.328  0.917
H  -3.036  -2.643  1.865
H  -1.298  -5.713  0.901
H  -0.519  -4.197  1.501
H  -0.092  -4.842  -0.098
C  -0.453  -0.326  -2.742
C  0.692  -1.071  -2.246
C  1.911  -1.033  -3.027
C  2.215  0.064  -3.887
C  1.081  0.969  -4.102
C  -0.032  0.992  -3.141
S  -2.115  -1.011  -2.887
H  -1.971  -1.975  -1.988
H  0.555  -1.880  -1.548
H  2.669  -1.781  -2.780
H  3.165  0.192  -4.430
H  1.331  1.923  -4.613
H  -0.698  1.870  -3.091
S  1.137  3.310  -0.712
C  2.639  3.130  0.090
N  3.769  2.508  -0.466
C  4.907  2.597  0.500
C  4.316  3.216  1.745
N  2.922  3.469  1.360
H  4.030  2.894  -1.386
H  5.713  3.196  0.044
H  5.285  1.593  0.700
H  4.807  4.154  2.041
H  4.345  2.517  2.585
H  2.298  4.067  1.892

HOMO level (spin up / spin down): -13.05 / -13.44 eV
strongest force on any atom: 4.7 eV/A
total charge: +3
molar mass: 641.674 g mol⁻¹
energy: -3875.28048 Ha
expectation value of S²: 0.779
multiplicity: 2